No. 1
Below is a 11-piece molecular cluster, C34H96N6O16 overall in a non-equilibrium geometry, with properties calculated with ωB97M-V/def2-TZVPD.

Computed properties:
relative energy (zero: lowest compared OMol25 entry of this formula, charge and spin): 6.957 eV
E: -78503.229 eV
SMILES: COC[C@H](C)N.COC[C@H](C)N.COC[C@H](C)N.COC[C@H](C)N.COC[C@H](C)N.COC[C@H](C)N.OCCO.OCCO.OCCO.OCCO.OCCO
HOMO energy: -8.88 eV
Kohn-Sham gap: 9.26 eV

Element x y z (Å)
1 C -2.169 -6.537 -1.807
2 C -1.184 -5.417 -1.533
3 C -0.364 -4.719 -2.541
4 O 0.740 -5.557 -2.967
5 C 1.248 -5.317 -4.268
6 N -1.908 -4.393 -0.831
7 H -3.138 -6.162 -2.136
8 H -2.362 -7.141 -0.921
9 H -1.922 -7.073 -2.723
10 H -0.459 -5.814 -0.822
11 H 0.069 -3.839 -2.064
12 H -0.958 -4.461 -3.418
13 H 1.848 -6.193 -4.515
14 H 1.950 -4.483 -4.282
15 H 0.479 -5.293 -5.040
16 H -1.915 -4.744 0.116
17 H -1.319 -3.572 -0.825
18 C 5.887 2.841 0.149
19 C 4.793 1.779 -0.355
20 C 5.404 0.474 -0.967
21 O 6.096 0.807 -2.139
22 C 6.542 -0.273 -2.876
23 N 3.953 1.494 0.809
24 H 6.537 3.282 -0.606
25 H 6.498 2.469 0.971
26 H 5.492 3.807 0.464
27 H 4.195 2.400 -1.023
28 H 4.571 -0.227 -1.016
29 H 6.043 0.001 -0.221
30 H 7.408 -0.727 -2.394
31 H 6.937 -0.057 -3.868
32 H 5.668 -0.902 -3.043
33 H 3.023 1.303 0.464
34 H 3.812 2.223 1.493
35 C -4.045 0.960 -5.818
36 C -3.569 1.666 -4.591
37 C -3.894 0.924 -3.248
38 O -3.363 -0.349 -3.350
39 C -3.982 -1.291 -2.379
40 N -2.221 1.967 -4.725
41 H -5.025 0.573 -5.538
42 H -3.450 0.047 -5.836
43 H -3.955 1.394 -6.813
44 H -4.093 2.621 -4.562
45 H -4.969 0.860 -3.082
46 H -3.390 1.391 -2.401
47 H -3.319 -2.153 -2.453
48 H -4.926 -1.622 -2.811
49 H -3.955 -1.047 -1.317
50 H -1.808 2.575 -4.033
51 H -1.811 1.058 -4.561
52 C 4.521 -1.137 5.073
53 C 3.155 -0.573 4.710
54 C 3.111 0.907 5.232
55 O 2.778 1.092 6.575
56 C 3.697 1.584 7.551
57 N 3.028 -0.555 3.286
58 H 4.795 -1.114 6.128
59 H 5.311 -0.544 4.613
60 H 4.519 -2.197 4.819
61 H 2.442 -1.079 5.361
62 H 2.260 1.436 4.804
63 H 4.030 1.444 4.996
64 H 3.342 1.153 8.487
65 H 3.674 2.673 7.529
66 H 4.691 1.211 7.302
67 H 3.554 -1.375 3.020
68 H 3.589 0.205 2.929
69 C 2.900 6.206 -2.439
70 C 1.621 5.508 -2.860
71 C 1.252 4.331 -1.912
72 O -0.027 3.719 -2.243
73 C -0.404 2.685 -1.441
74 N 0.644 6.568 -3.091
75 H 3.656 5.422 -2.400
76 H 2.674 6.508 -1.416
77 H 3.302 7.074 -2.961
78 H 1.614 5.184 -3.900
79 H 1.225 4.678 -0.880
80 H 2.058 3.598 -1.881
81 H 0.416 2.026 -1.157
82 H -1.237 2.091 -1.818
83 H -0.875 3.106 -0.552
84 H -0.139 6.171 -3.589
85 H 1.144 7.038 -3.832
86 C -3.817 7.012 0.200
87 C -4.603 5.848 0.707
88 C -3.767 4.730 1.426
89 O -4.583 3.664 1.640
90 C -3.867 2.594 2.173
91 N -5.380 6.454 1.737
92 H -2.956 6.656 -0.365
93 H -3.393 7.729 0.903
94 H -4.494 7.531 -0.479
95 H -5.251 5.500 -0.097
96 H -3.474 4.980 2.446
97 H -2.788 4.528 0.992
98 H -4.475 1.691 2.118
99 H -3.715 2.719 3.245
100 H -3.064 2.260 1.517
101 H -4.900 6.644 2.605
102 H -5.987 5.700 2.024
103 C -5.630 -3.395 2.436
104 C -5.313 -2.468 1.157
105 O -5.593 -1.125 1.544
106 O -7.032 -3.508 2.725
107 H -5.052 -2.983 3.263
108 H -5.098 -4.330 2.257
109 H -5.862 -2.931 0.336
110 H -4.306 -2.757 0.857
111 H -6.250 -0.650 1.031
112 H -7.481 -4.028 2.054
113 C -0.355 -2.590 4.780
114 C -1.164 -3.785 4.479
115 O -2.072 -3.296 3.488
116 O -1.002 -1.542 5.408
117 H 0.238 -2.244 3.934
118 H 0.420 -2.894 5.483
119 H -1.749 -3.997 5.374
120 H -0.738 -4.705 4.079
121 H -2.412 -2.621 4.080
122 H -1.251 -1.605 6.333
123 C -0.224 -0.661 0.968
124 C -1.462 -0.497 -0.003
125 O -1.152 -0.356 -1.438
126 O 0.906 0.277 0.838
127 H 0.249 -1.610 0.714
128 H -0.646 -0.746 1.969
129 H -2.023 0.375 0.334
130 H -1.948 -1.471 0.033
131 H -1.867 -0.075 -2.014
132 H 1.376 0.209 1.672
133 C 2.011 -0.909 -3.119
134 C 1.056 -1.115 -4.296
135 O -0.156 -0.264 -4.314
136 O 1.345 -1.432 -1.995
137 H 2.232 0.148 -2.972
138 H 2.968 -1.375 -3.354
139 H 0.700 -2.143 -4.362
140 H 1.524 -1.059 -5.280
141 H -0.855 -0.720 -3.840
142 H 0.785 -0.746 -1.623
143 C 3.256 -4.789 1.802
144 C 2.577 -3.760 0.863
145 O 3.468 -2.982 0.019
146 O 3.848 -4.055 2.917
147 H 4.081 -5.192 1.214
148 H 2.669 -5.676 2.042
149 H 1.988 -3.022 1.407
150 H 2.026 -4.195 0.029
151 H 3.116 -2.262 -0.509
152 H 4.324 -3.278 2.615

=====

No. 2
Below is a 2-piece molecular cluster, C3H7NO2 overall, with properties calculated with ωB97M-V/def2-TZVPD.

Computed properties:
relative energy (zero: lowest compared OMol25 entry of this formula, charge and spin): 2.776 eV
E: -8807.753 eV
HOMO energy: -8.44 eV
Kohn-Sham gap: 9.07 eV

Element x y z (Å)
1 C -1.459 -0.361 -0.525
2 C 1.278 -1.530 0.322
3 C -1.242 0.944 0.153
4 N 1.958 -0.442 0.173
5 O -0.305 1.695 -0.478
6 O -1.772 1.334 1.158
7 H -0.204 2.541 -0.015
8 H 2.818 -0.183 0.662
9 H 1.626 0.254 -0.479
10 H -1.455 -0.233 -1.602
11 H -2.387 -0.807 -0.186
12 H -0.614 -1.022 -0.257
13 H 1.758 -2.192 1.076

=====

No. 3
Below is a 2-piece molecular cluster, C13H29Br2FN2O6PS overall in a non-equilibrium geometry, with properties calculated with ωB97M-V/def2-TZVPD.

Computed properties:
total charge: +1
E: -192137.989 eV
HOMO energy: -11.83 eV
Kohn-Sham gap: 8.51 eV

Element x y z (Å)
1 C 0.737 -0.512 -1.083
2 C 1.352 -1.262 -2.267
3 Br 3.133 -1.900 -1.809
4 C 1.297 -0.456 -3.590
5 Br 0.508 -1.531 -5.018
6 C 2.623 0.143 -4.049
7 C 3.102 1.267 -3.096
8 N 3.783 2.353 -3.775
9 C 2.936 3.072 -4.720
10 C 1.853 2.151 -5.329
11 S 1.309 2.738 -6.976
12 O -0.102 2.695 -7.003
13 O 2.059 3.878 -7.339
14 F 1.840 1.531 -7.840
15 N 2.454 0.788 -5.416
16 H 0.303 -1.244 -0.402
17 H 1.488 0.023 -0.505
18 H -0.078 0.136 -1.405
19 H 0.786 -2.173 -2.428
20 H 0.600 0.365 -3.428
21 H 3.383 -0.624 -4.183
22 H 3.764 0.841 -2.346
23 H 2.254 1.685 -2.546
24 H 4.637 2.038 -4.217
25 H 3.563 3.446 -5.529
26 H 2.454 3.932 -4.253
27 H 0.930 2.092 -4.757
28 H 1.940 0.153 -6.043
29 H 3.387 0.902 -5.818
30 O -3.290 0.023 4.718
31 P -2.151 -0.761 4.225
32 O -1.155 -1.012 5.464
33 C -1.654 -1.403 6.746
34 C -1.934 -2.889 6.832
35 O -1.285 0.177 3.262
36 C -1.731 1.499 2.937
37 C -1.185 2.523 3.910
38 O -1.831 -2.094 3.413
39 C -2.682 -3.255 3.336
40 C -4.160 -2.928 3.360
41 H -2.549 -0.826 6.986
42 H -0.880 -1.124 7.460
43 H -2.800 -3.164 6.225
44 H -2.153 -3.171 7.862
45 H -1.074 -3.463 6.486
46 H -2.818 1.539 2.902
47 H -1.360 1.693 1.928
48 H -1.360 2.201 4.936
49 H -1.670 3.488 3.759
50 H -0.110 2.651 3.778
51 H -2.420 -3.941 4.143
52 H -2.420 -3.748 2.401
53 H -4.437 -2.386 4.266
54 H -4.746 -3.846 3.331
55 H -4.438 -2.313 2.503

=====

- Look up the Kohn-Sham gap of the second one.
  9.07 eV